Entry 1:
55
Properties=species:S:1:pos:R:3:forces:R:3:lowdin_charge:R:1 method="wB97M-V/def2-TZVPD" multiplicity=5 total_charge=+2 fmax_ev_per_a=6.171 e_homo_ev="-13.84 / -13.84" lumo_ha="-0.2755 / -0.3737" homo_lumo_gap_ev="6.34 / 3.67"
C 2.191180 -4.011881 1.864500 -0.587 1.418 -0.411 -0.139
C 0.571727 -3.899580 2.003220 0.947 0.977 -1.123 -0.150
C 0.253762 -2.296960 1.972635 -0.080 -1.782 0.964 -0.244
O 0.677407 -1.845289 0.669702 -0.922 0.353 0.601 -0.228
C 0.317002 -0.482316 0.381004 -0.157 0.931 0.997 -0.100
C -0.622191 -0.227449 -0.897376 0.867 0.932 1.245 -0.327
C -1.111485 -1.533420 -1.677682 -0.516 0.411 -1.239 -0.483
I -2.384260 -2.861730 -0.424556 0.287 1.201 -0.360 1.169
C -0.015999 -2.494209 -2.316453 0.650 -1.582 -0.216 -0.281
C 1.492337 -2.022457 -2.429363 0.662 0.469 -0.998 -0.102
O 0.149055 0.664404 -1.784907 -1.251 -0.699 -2.241 -0.001
C -0.784006 1.178753 -2.784941 0.102 -0.296 -0.702 -0.321
O -0.590235 1.461208 -3.970061 -1.025 -1.190 5.948 0.203
O -2.024663 1.204486 -2.016547 0.327 0.334 -0.950 -0.036
C -1.744941 0.925294 -0.592647 1.296 -0.179 -2.328 -0.461
C -1.317924 2.383454 -0.081830 -0.086 2.171 1.049 -0.158
O -0.392791 2.465276 1.020287 0.533 0.091 -1.620 -0.110
C 0.941402 2.809711 0.592480 1.737 -0.626 0.357 -0.254
O 1.369009 4.137296 0.965807 0.393 -1.262 -1.279 -0.115
C 2.619767 4.327389 0.206918 1.364 0.192 -0.022 -0.179
C 3.613590 5.382086 0.886351 0.117 0.313 -0.876 -0.209
O 4.161561 4.960986 2.160684 -1.068 -0.398 -0.717 -0.092
P -3.226207 0.514886 0.510294 0.348 -0.595 -0.525 1.096
P -4.942096 -0.197043 -0.714379 -3.465 -2.565 -4.415 0.456
O -4.516013 -0.544847 -2.148665 -0.546 1.298 4.365 -0.302
O -6.232034 0.917010 -0.724379 2.434 -2.399 1.780 -0.166
O -5.562653 -1.624312 0.044809 1.139 3.529 0.051 -0.246
H 2.554439 -5.080135 2.137576 -2.818 0.046 -2.356 -0.001
H 2.652004 -3.180562 2.525277 -0.384 -1.074 -0.654 0.099
H 2.517160 -3.774542 0.780741 -0.481 -0.579 1.849 0.124
H 0.163029 -4.415664 2.934692 0.566 0.803 -1.339 0.129
H 0.145316 -4.337371 1.018008 0.479 0.550 1.916 0.103
H 0.830068 -1.785663 2.841839 -0.912 -0.594 -1.501 0.148
H -0.877807 -2.209238 2.166115 1.610 0.239 -0.486 0.088
H 1.290119 0.120145 0.256746 -1.639 -0.833 0.051 0.152
H -0.253952 -0.075512 1.307175 1.046 -0.411 -1.509 0.139
H -1.856605 -1.266463 -2.527796 1.162 -0.092 1.742 0.114
H -0.364539 -2.782604 -3.385620 0.439 0.682 1.825 0.141
H -0.015476 -3.506050 -1.745266 0.037 1.757 -0.863 0.076
H 2.102135 -2.838588 -2.983386 -1.190 1.265 0.925 0.104
H 2.053171 -1.809086 -1.460064 -1.094 -0.323 -1.090 0.072
H 1.565290 -1.077151 -3.084002 -0.075 -1.473 1.043 0.094
H -0.936805 3.108267 -0.899393 -0.717 -1.739 0.813 0.176
H -2.296387 2.892107 0.295522 1.474 -0.836 -0.653 0.139
H 1.668928 2.069759 1.115339 -1.228 1.042 -0.621 0.144
H 1.136562 2.688425 -0.532472 -0.883 0.031 1.373 0.135
H 3.199841 3.322404 0.155905 -0.865 1.484 0.247 0.135
H 2.423636 4.622635 -0.889133 -0.003 -0.240 1.666 0.144
H 3.173233 6.453911 0.942107 0.383 -1.899 0.098 0.139
H 4.521597 5.472773 0.168649 -1.529 -0.259 1.127 0.139
H 3.533619 4.376630 2.641090 0.365 0.820 -0.615 0.091
H -2.853708 -0.572204 1.379429 -0.037 0.401 -0.444 -0.070
H -6.781489 0.760269 0.093872 0.406 0.444 -1.104 0.100
H -5.865816 -1.395513 0.957305 0.043 -0.504 -0.699 0.082
Fe 3.682137 -5.071723 3.074838 2.349 0.246 1.923 0.842


Entry 2:
89
Properties=species:S:1:pos:R:3:forces:R:3:lowdin_charge:R:1 method="wB97M-V/def2-TZVPD" total_charge=-2 de_lowest_kcal_mol=83.82 fmax_ev_per_a=7.598 e_homo_ev=-1.33 lumo_ha=0.1297 homo_lumo_gap_ev=4.86
Y 0.500443 -0.868344 -1.357494 -1.783 2.889 1.666 0.582
N 6.608865 0.026922 2.752530 0.016 0.037 -0.124 0.091
C 5.804575 -0.011452 1.611802 0.092 0.054 0.044 -0.319
C 5.445676 1.170783 0.958343 0.064 -0.001 0.014 -0.032
C 4.656553 1.139543 -0.172936 -0.082 -0.008 -0.147 -0.058
C 4.222240 -0.083647 -0.674028 0.019 -0.226 0.463 -0.292
C 4.610941 -1.269524 -0.058071 0.003 0.126 -0.015 -0.060
C 5.396517 -1.230895 1.078435 0.045 -0.041 -0.031 -0.026
S 3.012219 -0.172254 -1.941909 0.607 0.677 -0.555 0.663
O 2.410506 -1.543061 -1.780955 2.839 0.821 -0.337 -0.432
O 3.599948 0.046506 -3.226190 0.094 0.108 -0.070 -0.266
N 1.776080 0.841070 -1.538741 3.136 2.022 -1.317 -0.201
C 1.775094 2.169768 -2.038429 0.308 -1.177 0.458 -0.423
N 2.913476 2.736028 -2.434186 0.284 0.265 -0.161 0.114
C 2.822103 3.947968 -2.976764 0.069 -0.235 0.149 -0.129
C 1.626277 4.626654 -3.091770 0.000 0.060 -0.021 -0.065
C 0.527138 3.985648 -2.543133 -0.060 -0.165 0.122 -0.125
N 0.592007 2.770747 -2.023636 -0.415 0.158 0.064 0.144
H 6.593858 0.901063 3.252439 -0.057 -0.034 0.032 0.082
H 6.522196 -0.770270 3.361694 -0.041 0.018 0.013 0.084
H 5.766891 2.123179 1.364866 0.002 -0.005 -0.011 0.109
H 4.356970 2.056725 -0.667611 -0.026 -0.073 0.069 0.098
H 4.277776 -2.216781 -0.456775 -0.103 -0.007 0.062 0.118
H 5.668877 -2.155342 1.575317 0.014 0.019 -0.027 0.114
H 3.755871 4.390663 -3.306076 0.030 0.004 -0.039 0.104
H 1.558291 5.604411 -3.545765 0.004 0.011 0.020 0.090
H -0.448091 4.461711 -2.507198 -0.020 0.006 -0.026 0.103
C -2.604866 -0.871719 -4.331339 0.281 0.149 -0.608 -0.308
S -2.252501 -0.252269 -2.715290 0.354 0.619 -0.122 0.783
O -0.766342 0.235804 -2.828449 -1.459 0.537 -0.140 -0.659
C -3.242380 1.236228 -2.829492 0.221 0.234 0.200 -0.369
C -2.718056 2.440018 -3.275150 -0.050 0.047 -0.036 -0.080
C -3.496843 3.588436 -3.200219 -0.066 -0.077 0.010 -0.099
C -4.783545 3.524672 -2.673750 0.069 -0.053 -0.033 -0.106
C -5.294028 2.311760 -2.225374 0.030 -0.030 -0.085 -0.082
C -4.523501 1.157569 -2.298454 -0.123 0.037 -0.052 -0.076
H -2.455817 -0.048748 -5.034143 0.032 -0.066 -0.010 0.064
H -3.622152 -1.259678 -4.323112 0.013 0.019 -0.038 -0.037
H -1.907014 -1.685660 -4.532006 -0.063 -0.111 0.034 -0.008
H -1.706977 2.462548 -3.661812 0.022 -0.014 0.063 0.094
H -3.099930 4.535603 -3.548284 -0.006 -0.006 0.000 0.091
H -5.389098 4.421327 -2.615185 0.014 0.004 0.025 0.091
H -6.293199 2.261350 -1.809514 0.017 0.002 -0.020 0.100
H -4.904779 0.193066 -1.968613 0.071 0.066 0.059 0.068
C -3.004518 0.453813 1.569233 -0.122 -0.057 -0.025 -0.126
C -2.383911 -0.942669 1.743597 -0.050 0.165 0.055 -0.622
C -3.188910 -1.870496 0.823749 0.025 -0.014 0.126 -0.151
C -2.642546 -1.374675 3.198608 -0.141 0.043 -0.125 -0.107
Si -0.487024 -0.889234 1.222913 -0.168 0.498 1.707 0.785
C 0.303758 0.726751 2.234501 -0.108 -0.622 0.374 -0.606
C 1.841096 0.640356 2.183931 -0.122 0.205 -0.292 -0.130
C -0.085394 0.881621 3.722997 0.061 0.136 -0.288 -0.119
C -0.097172 2.024331 1.523180 0.279 -0.014 -0.176 -0.130
C 0.315911 -2.531960 2.013711 0.257 0.137 0.287 -0.622
C 0.640852 -2.428546 3.516869 -0.084 -0.201 -0.082 -0.116
C -0.524524 -3.799745 1.815203 0.049 -0.070 -0.132 -0.119
C 1.649224 -2.791762 1.296434 0.043 -0.037 0.009 -0.146
H -4.099324 0.375496 1.649510 0.062 0.003 -0.002 0.080
H -2.781477 0.880358 0.585413 -0.011 -0.011 0.000 0.069
H -2.672843 1.162299 2.329815 -0.007 -0.021 0.008 0.050
H -4.245913 -1.869636 1.126488 0.050 -0.003 0.036 0.084
H -2.849092 -2.906529 0.834020 0.005 0.009 -0.043 0.053
H -3.163744 -1.530432 -0.207945 -0.003 -0.007 -0.124 -0.005
H -3.721165 -1.295175 3.408425 0.067 -0.006 -0.010 0.079
H -2.117969 -0.758433 3.928116 0.000 0.016 0.005 0.047
H -2.361182 -2.410979 3.372104 -0.016 -0.016 0.010 0.053
H 2.239484 -0.215438 2.726961 0.003 -0.012 0.025 0.050
H 2.286009 1.548575 2.626458 -0.043 -0.036 -0.014 0.077
H 2.210650 0.585356 1.149892 -0.089 -0.021 0.170 0.045
H 0.174945 0.008308 4.318276 0.005 -0.006 0.007 0.050
H -1.154242 1.061862 3.843700 0.015 0.026 -0.001 0.052
H 0.438928 1.749215 4.159419 -0.008 -0.023 -0.034 0.069
H 0.212036 2.029966 0.471488 -0.024 -0.035 0.103 0.042
H 0.394499 2.880544 2.015504 -0.005 -0.025 -0.028 0.074
H -1.168046 2.207982 1.540291 -0.001 0.013 0.026 0.047
H -0.236508 -2.178034 4.113948 0.005 -0.037 0.004 0.056
H 1.412466 -1.689263 3.727702 0.014 0.034 0.013 0.047
H 1.017762 -3.400973 3.874354 -0.019 0.057 -0.024 0.075
H -1.453321 -3.800077 2.381816 0.021 -0.002 0.040 0.059
H 0.065653 -4.670053 2.144920 -0.065 0.070 0.032 0.082
H -0.786738 -3.984236 0.773791 -0.005 0.044 -0.047 0.016
H 2.336138 -1.943524 1.366365 -0.012 0.005 -0.022 0.043
H 1.494772 -3.037205 0.241404 -0.028 -0.020 -0.029 0.043
H 2.156492 -3.664944 1.738079 -0.018 0.054 -0.003 0.085
Se -2.021464 -4.656626 -4.894706 -0.017 0.140 0.291 -0.312
Sb -2.739006 -4.147577 -2.596758 -0.661 -0.614 -0.298 -0.265
Se -0.896291 -2.573178 -1.748789 -3.763 -6.496 -1.170 0.210
Se -4.805636 -2.757790 -2.579510 0.166 -0.227 0.227 -0.168
Se -2.795009 -6.025806 -1.029073 0.068 0.319 -0.128 -0.313


Entry 3:
27
Properties=species:S:1:pos:R:3:forces:R:3:lowdin_charge:R:1 method="wB97M-V/def2-TZVPD" total_charge=0 de_lowest_kcal_mol=45.53 fmax_ev_per_a=3.660 e_homo_ev=-8.93 lumo_ha=0.0324 homo_lumo_gap_ev=9.82
O -2.292784 -0.377797 -1.631476 -2.148 -0.265 1.933 0.045
C -1.579988 -0.455056 -0.436422 2.794 -0.448 -0.792 -0.404
C -0.509883 0.741209 -0.201340 -1.552 -1.861 0.481 -0.290
C 0.901096 0.228839 -0.038381 1.545 0.461 0.630 -0.202
C 1.688202 -0.047236 -1.181003 -3.385 1.102 0.850 -0.076
C 2.943070 -0.483418 -1.150068 3.116 -0.831 -1.151 -0.118
C 3.605366 -0.705209 0.043620 0.180 1.053 2.577 -0.061
C 2.906942 -0.301347 1.224483 0.247 -0.390 -1.759 -0.083
C 1.595306 0.125486 1.184652 -2.127 0.172 0.443 -0.043
C -0.542334 2.014390 -0.956977 1.279 2.091 -0.512 -0.104
C -0.991534 2.003255 0.476046 -1.349 0.056 -0.020 -0.075
C -0.887960 -1.798007 -0.165280 1.550 -0.640 -0.241 -0.078
C -2.067593 -1.331628 0.659786 0.424 0.992 0.788 -0.048
H -1.662315 -0.086762 -2.231224 1.588 0.796 -2.159 0.056
H 1.233356 0.134796 -2.124441 -0.338 0.133 -0.777 0.115
H 3.458048 -0.527032 -2.133046 -0.174 -0.434 0.864 0.122
H 4.671885 -0.983164 0.206783 -0.994 0.120 -0.740 0.112
H 3.356977 -0.199589 2.173228 0.879 -0.506 0.829 0.083
H 1.040598 0.314861 2.163700 0.866 0.001 -1.451 0.141
H -1.279188 2.394570 -1.655816 -0.062 -0.709 -0.221 0.106
H 0.498898 2.452420 -1.146111 -1.670 -0.668 0.240 0.141
H -0.470559 2.528886 1.232153 0.983 0.165 0.523 0.084
H -2.093246 2.165257 0.643084 1.145 -0.704 -0.428 0.131
H 0.254308 -1.861615 0.013948 -2.410 0.362 0.704 0.126
H -1.096317 -2.661887 -0.780365 -0.561 0.220 -0.434 0.097
H -3.004084 -1.863702 0.497398 0.255 0.158 0.040 0.114
H -1.929808 -0.899570 1.657712 -0.078 -0.426 -0.217 0.110


Entry 4:
34
Properties=species:S:1:pos:R:3:forces:R:3:lowdin_charge:R:1 method="wB97M-V/def2-TZVPD" total_charge=0 de_lowest_kcal_mol=0.00 fmax_ev_per_a=1.935 e_homo_ev=-8.54 lumo_ha=0.0177 homo_lumo_gap_ev=9.02
C -1.700518 1.196087 5.589112 0.071 -0.377 -0.051 -0.419
S -0.710467 1.394591 4.092603 0.137 0.033 0.120 0.805
C -1.951625 0.985389 2.849062 -0.090 0.001 -0.299 -0.494
C -1.316354 0.787958 1.465667 0.293 -0.064 0.437 -0.198
C -0.416531 -0.452337 1.382035 0.180 0.067 -0.127 -0.233
N 0.558962 -0.384524 0.297171 -0.033 0.085 -0.404 0.085
C 0.142486 -0.252651 -1.007057 0.415 0.074 0.562 -0.442
O -1.003443 -0.444436 -1.346974 -0.317 -0.063 -0.154 0.102
C 1.237382 0.168846 -1.981925 0.367 0.479 -0.032 -0.280
N 2.579284 -0.048438 -1.415485 -1.416 1.269 0.358 0.071
C 0.989588 -0.454663 -3.355363 1.754 -0.538 0.488 -0.066
C 1.864577 0.184760 -4.423323 0.179 0.240 0.070 -0.523
N 1.583301 -0.186225 -5.697394 -0.207 -0.144 -0.677 0.156
O 2.761662 0.974458 -4.163975 -0.298 -0.261 -0.077 0.042
C -1.213242 -1.757897 1.312481 -1.252 0.118 0.499 -0.466
O -2.328788 -1.868450 1.774146 1.134 0.013 -0.468 0.115
O -0.565185 -2.803172 0.785936 -0.703 -0.327 0.305 0.138
H -2.554008 1.856878 5.591555 -0.075 0.508 0.045 0.028
H -2.117696 0.189450 5.680265 0.359 -0.057 -0.026 0.039
H -1.032753 1.409538 6.428271 -0.261 -0.034 -0.078 0.030
H -2.681013 1.790459 2.792102 -0.048 0.109 -0.004 0.080
H -2.471026 0.089038 3.171914 -0.040 -0.153 -0.098 0.070
H -0.703970 1.667506 1.218354 -0.115 -0.185 0.047 0.121
H -2.080532 0.690390 0.709033 -0.318 0.091 -0.136 0.115
H 0.157478 -0.528935 2.308668 0.061 0.005 0.038 0.136
H 1.506851 -0.063569 0.460398 -0.109 -0.056 0.104 0.131
H 1.131943 1.267717 -2.090108 -0.046 -0.459 0.070 0.170
H 3.222758 0.465256 -1.974506 0.577 0.460 -0.443 0.063
H 2.811764 -0.992975 -1.503434 0.538 -1.812 -0.082 0.062
H 1.213140 -1.543876 -3.317599 -0.139 0.515 -0.061 0.148
H -0.021464 -0.347244 -3.608349 -1.568 0.084 -0.404 0.100
H 2.081119 0.245498 -6.467842 -0.020 -0.054 0.423 0.115
H 0.783435 -0.753283 -5.951857 0.265 0.185 0.360 0.110
H 0.242885 -2.481146 0.396419 0.726 0.246 -0.304 0.088


Entry 5:
12
Properties=species:S:1:pos:R:3:forces:R:3:lowdin_charge:R:1 method="wB97M-V/def2-TZVPD" total_charge=0 de_lowest_kcal_mol=37.39 fmax_ev_per_a=5.381 e_homo_ev=-7.95 lumo_ha=0.0013 homo_lumo_gap_ev=7.99
N 2.594912 -1.070192 -0.203142 -1.685 -1.127 0.414 -0.214
P 1.580764 0.204476 0.121506 -0.779 0.794 -0.932 0.183
N 0.118241 -0.795877 0.132229 1.102 0.844 -0.222 -0.195
P 2.036685 2.100383 -0.042627 -0.635 -1.450 0.448 0.226
H 2.023324 -1.878740 0.097810 1.569 0.043 -0.213 0.029
H 3.560925 -1.067377 0.060823 0.189 0.081 0.178 0.038
H 0.190627 -1.701862 -0.371759 -0.412 1.259 0.354 0.041
H -0.771546 -0.289366 0.015960 0.744 -0.548 -0.031 0.005
C -1.745328 2.091173 0.044234 2.746 -0.334 0.916 -0.046
C -2.877947 2.132939 -0.208612 -5.183 0.381 -1.394 -0.004
H -0.770260 1.972812 0.367085 1.457 0.167 0.239 -0.096
H -3.927181 2.223068 -0.480670 0.888 -0.111 0.243 0.034